ORCA calculation (wB97M-V/def2-TZVPD) on a 7-piece molecular cluster, C28H50N2O10S5 overall in a non-equilibrium geometry.

**Highest occupied orbital energy**: -0.3086 Eh
**Gap between HOMO and LUMO**: 0.313 hartree
**Relative energy (zero: lowest compared OMol25 entry of this formula, charge and spin)**: 188.6 kJ/mol

Atoms and positions in Å:
C  -3.880  0.152  2.610
C  -3.986  1.667  2.313
C  -4.937  2.296  3.345
S  -6.297  1.071  3.468
O  -7.446  1.464  2.644
O  -6.416  0.639  4.858
C  -5.337  -0.281  2.537
H  -3.533  0.076  3.640
H  -3.197  -0.413  1.975
H  -4.345  1.884  1.307
H  -3.009  2.124  2.472
H  -5.515  3.208  3.200
H  -4.528  2.324  4.354
H  -5.783  -0.361  1.545
H  -5.446  -1.278  2.963
C  0.790  4.411  -0.019
C  1.185  4.855  1.398
C  2.677  4.923  1.505
S  3.311  3.633  0.340
O  3.960  2.508  0.972
O  3.941  4.302  -0.789
C  1.586  3.134  -0.135
H  0.986  5.224  -0.717
H  -0.270  4.263  -0.223
H  0.687  4.201  2.114
H  0.688  5.794  1.643
H  3.015  4.516  2.458
H  3.135  5.906  1.393
H  1.372  2.469  0.702
H  1.584  2.703  -1.136
C  0.864  -3.325  -3.161
C  2.385  -3.552  -3.200
C  2.864  -3.018  -4.536
S  1.752  -3.817  -5.672
O  2.048  -5.229  -5.816
O  1.654  -2.933  -6.810
C  0.321  -3.584  -4.636
H  0.523  -2.319  -2.915
H  0.421  -3.895  -2.345
H  2.476  -4.637  -3.144
H  2.977  -3.157  -2.374
H  3.905  -3.203  -4.800
H  2.635  -1.958  -4.639
H  -0.409  -4.361  -4.865
H  -0.117  -2.685  -5.068
C  -2.680  -2.206  -2.967
C  -4.132  -2.408  -3.520
C  -4.794  -3.390  -2.537
S  -4.294  -2.819  -0.893
O  -3.784  -3.976  -0.095
O  -5.361  -2.067  -0.243
C  -2.912  -1.704  -1.466
H  -1.995  -1.511  -3.452
H  -2.340  -3.233  -3.104
H  -4.178  -2.716  -4.565
H  -4.731  -1.498  -3.494
H  -4.262  -4.339  -2.594
H  -5.845  -3.591  -2.746
H  -2.133  -1.763  -0.705
H  -3.301  -0.695  -1.335
C  3.788  0.007  6.370
C  3.798  1.204  5.356
C  3.120  0.936  3.970
S  2.545  -0.877  4.132
O  2.934  -1.587  2.892
O  1.145  -0.907  4.531
C  3.787  -1.238  5.512
H  2.970  -0.096  7.083
H  4.685  0.167  6.968
H  4.861  1.427  5.270
H  3.460  2.132  5.817
H  3.932  0.879  3.244
H  2.253  1.544  3.714
H  4.736  -1.329  4.984
H  3.603  -2.184  6.021
N  0.709  -1.110  1.163
C  -0.208  -0.181  1.756
C  -0.661  0.643  0.701
C  0.020  0.266  -0.430
C  0.896  -0.832  -0.170
H  1.156  -1.849  1.685
H  -0.452  -0.277  2.803
H  -1.210  1.563  0.842
H  0.168  0.867  -1.315
H  1.576  -1.449  -0.739
N  1.690  1.752  -4.574
C  1.568  0.608  -3.850
C  2.594  0.672  -2.901
C  3.409  1.726  -3.092
C  2.854  2.313  -4.202
H  0.975  2.055  -5.220
H  0.688  0.001  -4.003
H  2.725  -0.012  -2.075
H  4.239  2.130  -2.530
H  3.099  3.207  -4.756

How positive or negative is each atom? The Mulliken charges in e answer that: number 1, C, carries -0.13; number 2, C, carries -0.36; number 3, C, carries -0.85; number 4, S, carries 1.10; number 5, O, carries -0.64; number 6, O, carries -0.66; number 7, C, carries -0.82; number 8, H, carries 0.28; number 9, H, carries -0.02; number 10, H, carries 0.32; number 11, H, carries 0.18; number 12, H, carries 0.47; number 13, H, carries 0.34; number 14, H, carries 0.37; number 15, H, carries 0.50; number 16, C, carries -0.85; number 17, C, carries -0.74; number 18, C, carries -0.60; number 19, S, carries 1.07; number 20, O, carries -0.60; number 21, O, carries -0.67; number 22, C, carries 0.74; number 23, H, carries 0.37; number 24, H, carries 0.40; number 25, H, carries 0.26; number 26, H, carries 0.46; number 27, H, carries 0.29; number 28, H, carries 0.38; number 29, H, carries -0.25; number 30, H, carries -0.34; number 31, C, carries 0.17; number 32, C, carries -0.92; number 33, C, carries -0.43; number 34, S, carries 1.15; number 35, O, carries -0.67; number 36, O, carries -0.70; number 37, C, carries -1.06; number 38, H, carries -0.30; number 39, H, carries 0.54; number 40, H, carries 0.42; number 41, H, carries 0.39; number 42, H, carries 0.48; number 43, H, carries 0.05; number 44, H, carries 0.52; number 45, H, carries 0.43; number 46, C, carries -0.10; number 47, C, carries -0.91; number 48, C, carries -0.78; number 49, S, carries 1.13; number 50, O, carries -0.72; number 51, O, carries -0.64; number 52, C, carries -0.30; number 53, H, carries 0.13; number 54, H, carries 0.08; number 55, H, carries 0.40; number 56, H, carries 0.37; number 57, H, carries 0.38; number 58, H, carries 0.44; number 59, H, carries 0.08; number 60, H, carries 0.35; number 61, C, carries -0.55; number 62, C, carries -0.80; number 63, C, carries -0.37; number 64, S, carries 1.09; number 65, O, carries -0.70; number 66, O, carries -0.65; number 67, C, carries -0.74; number 68, H, carries 0.31; number 69, H, carries 0.34; number 70, H, carries 0.32; number 71, H, carries 0.35; number 72, H, carries 0.25; number 73, H, carries 0.36; number 74, H, carries 0.31; number 75, H, carries 0.46; number 76, N, carries 0.03; number 77, C, carries -0.97; number 78, C, carries -0.31; number 79, C, carries -0.48; number 80, C, carries -0.87; number 81, H, carries 0.35; number 82, H, carries 0.71; number 83, H, carries 0.35; number 84, H, carries 0.45; number 85, H, carries 0.75; number 86, N, carries 0.03; number 87, C, carries -0.87; number 88, C, carries 0.31; number 89, C, carries -1.10; number 90, C, carries -0.64; number 91, H, carries 0.22; number 92, H, carries 0.64; number 93, H, carries 0.55; number 94, H, carries 0.52; number 95, H, carries 0.43

ORCA calculation (wB97M-V/def2-TZVPD) on C28H50N5O5PS as an isolated structure in a non-equilibrium geometry.

**Highest occupied orbital energy (alpha / beta)**: -0.3146 / -0.3211 Eh
**⟨S²⟩**: 2.009
**Gap between HOMO and LUMO (alpha / beta)**: 0.286 / 0.293 hartree
**Multiplicity**: 3

Atoms and positions in Å:
N  10.329  0.827  -1.972
C  11.357  1.878  -2.282
C  10.807  2.985  -3.281
C  9.472  3.664  -2.788
C  8.170  3.108  -3.477
C  7.032  2.847  -2.634
C  5.675  2.342  -3.117
C  4.578  2.177  -2.014
P  2.974  1.422  -2.583
O  3.163  -0.054  -2.640
O  1.856  1.736  -1.357
O  2.334  2.104  -3.950
C  5.517  2.063  -4.524
C  6.686  2.327  -5.442
N  6.739  2.144  -6.814
S  8.246  2.614  -7.320
N  9.015  3.104  -5.923
C  8.037  2.869  -4.965
H  10.544  0.515  -1.016
H  10.507  0.035  -2.601
H  11.784  2.320  -1.338
H  12.182  1.346  -2.850
H  11.590  3.804  -3.327
H  10.741  2.495  -4.286
H  9.450  4.784  -2.900
H  9.347  3.469  -1.680
H  7.149  3.039  -1.532
H  4.361  3.204  -1.590
H  5.028  1.559  -1.185
H  1.409  2.564  -1.643
H  2.352  1.433  -4.665
H  4.560  1.667  -4.924
C  -1.277  0.300  -0.242
C  -0.942  -1.024  -0.987
C  -0.931  -0.822  -2.520
C  -2.300  -0.838  -3.190
C  -3.102  -2.053  -2.742
C  -3.225  -2.129  -1.212
N  -1.892  -2.085  -0.535
O  -1.309  -3.267  -0.720
C  -4.129  -0.969  -0.738
C  -4.022  -3.390  -0.833
C  0.524  -1.303  -0.589
H  -2.228  0.276  0.286
H  -0.546  0.520  0.539
H  -1.299  1.156  -0.922
H  -0.334  -1.616  -2.982
H  -0.422  0.114  -2.768
H  -2.839  0.090  -2.976
H  -2.171  -0.868  -4.276
H  -4.097  -2.016  -3.198
H  -2.626  -2.960  -3.131
H  -4.220  -0.963  0.351
H  -5.137  -1.073  -1.146
H  -3.785  0.014  -1.057
H  -3.574  -4.304  -1.226
H  -5.035  -3.343  -1.240
H  -4.110  -3.489  0.253
H  0.613  -1.525  0.479
H  1.147  -0.430  -0.798
H  0.959  -2.135  -1.145
C  -6.321  -1.223  7.045
C  -6.821  -0.650  5.687
C  -7.551  -1.729  4.855
C  -6.647  -2.677  4.077
C  -5.609  -1.895  3.282
C  -4.794  -0.948  4.176
N  -5.667  -0.029  4.971
O  -6.147  0.891  4.137
C  -3.897  -1.803  5.100
C  -3.787  -0.175  3.305
C  -7.905  0.371  6.101
H  -5.237  -1.259  7.130
H  -6.632  -0.599  7.886
H  -6.700  -2.231  7.226
H  -8.208  -1.238  4.128
H  -8.211  -2.315  5.502
H  -6.169  -3.389  4.756
H  -7.254  -3.275  3.391
H  -4.942  -2.597  2.772
H  -6.115  -1.330  2.491
H  -3.318  -1.171  5.779
H  -3.183  -2.383  4.511
H  -4.447  -2.530  5.696
H  -4.270  0.381  2.499
H  -3.082  -0.860  2.827
H  -3.203  0.528  3.906
H  -7.471  1.214  6.645
H  -8.639  -0.104  6.757
H  -8.457  0.765  5.246

How positive or negative is each atom? The Mulliken charges in e answer that: number 1, N, carries -0.50; number 2, C, carries -0.72; number 3, C, carries -0.63; number 4, C, carries -0.90; number 5, C, carries 1.02; number 6, C, carries -1.08; number 7, C, carries 0.70; number 8, C, carries -0.54; number 9, P, carries 0.89; number 10, O, carries -0.65; number 11, O, carries -0.49; number 12, O, carries -0.53; number 13, C, carries -0.93; number 14, C, carries 0.47; number 15, N, carries -0.64; number 16, S, carries 0.14; number 17, N, carries -0.68; number 18, C, carries 0.79; number 19, H, carries 0.22; number 20, H, carries 0.22; number 21, H, carries 0.38; number 22, H, carries 0.34; number 23, H, carries 0.25; number 24, H, carries 0.38; number 25, H, carries 0.46; number 26, H, carries 0.28; number 27, H, carries 0.21; number 28, H, carries 0.37; number 29, H, carries 0.38; number 30, H, carries 0.32; number 31, H, carries 0.35; number 32, H, carries 0.13; number 33, C, carries -1.32; number 34, C, carries 1.96; number 35, C, carries -1.02; number 36, C, carries -0.65; number 37, C, carries -1.51; number 38, C, carries 1.88; number 39, N, carries 0.49; number 40, O, carries -0.58; number 41, C, carries -1.69; number 42, C, carries -1.74; number 43, C, carries -1.69; number 44, H, carries -0.05; number 45, H, carries 0.48; number 46, H, carries 0.22; number 47, H, carries 0.48; number 48, H, carries 0.00; number 49, H, carries 0.27; number 50, H, carries 0.46; number 51, H, carries 0.40; number 52, H, carries 0.37; number 53, H, carries 0.09; number 54, H, carries 0.49; number 55, H, carries 0.41; number 56, H, carries 0.37; number 57, H, carries 0.43; number 58, H, carries 0.33; number 59, H, carries 0.50; number 60, H, carries 0.29; number 61, H, carries 0.34; number 62, C, carries -1.64; number 63, C, carries 1.79; number 64, C, carries -1.45; number 65, C, carries -0.72; number 66, C, carries -0.97; number 67, C, carries 1.69; number 68, N, carries 0.40; number 69, O, carries -0.57; number 70, C, carries -2.06; number 71, C, carries -1.86; number 72, C, carries -1.83; number 73, H, carries 0.36; number 74, H, carries 0.47; number 75, H, carries 0.29; number 76, H, carries 0.40; number 77, H, carries 0.45; number 78, H, carries 0.33; number 79, H, carries 0.40; number 80, H, carries 0.25; number 81, H, carries 0.43; number 82, H, carries 0.39; number 83, H, carries 0.39; number 84, H, carries 0.46; number 85, H, carries 0.35; number 86, H, carries 0.45; number 87, H, carries 0.55; number 88, H, carries 0.47; number 89, H, carries 0.43; number 90, H, carries 0.37